The following is a quantum chemistry calculation of a cluster of 2 separate species, C20H40N3O7 in total, from OMol25.

Structure (ORCA input):
```
! RIJCOSX wB97M-V def2-TZVPD def2/J DEFGRID3
* xyz -1 1
C 0.61 2.89 1.49
C -0.39 3.68 0.65
O -1.75 3.44 1.05
C -2.52 2.80 0.13
O -3.62 3.21 -0.12
C -1.91 1.56 -0.50
C -2.88 0.39 -0.51
C -2.45 -0.76 -1.47
N -1.19 -0.53 -2.16
C -1.26 -0.86 -3.58
C -1.87 0.28 -4.40
N -1.42 0.33 -5.80
C 0.01 -1.07 -1.49
N -0.19 -1.00 -0.05
C 0.38 -2.50 -1.98
C 1.11 -3.42 -1.01
C 2.56 -3.05 -0.63
C 3.40 -2.61 -1.80
O 3.44 -3.23 -2.84
O 4.13 -1.54 -1.53
C 4.78 -0.90 -2.64
C 4.91 0.59 -2.35
C 1.17 -0.07 -1.85
O 1.56 0.69 -0.95
O 1.58 -0.14 -3.03
H 1.43 2.51 0.90
H 1.04 3.54 2.25
H 0.11 2.06 1.99
H -0.23 3.48 -0.41
H -0.20 4.75 0.79
H -1.61 1.85 -1.50
H -1.02 1.30 0.06
H -2.89 -0.03 0.50
H -3.89 0.73 -0.71
H -3.22 -0.84 -2.23
H -2.46 -1.71 -0.92
H -1.83 -1.77 -3.77
H -0.26 -1.00 -3.97
H -1.58 1.22 -3.94
H -2.96 0.25 -4.39
H -0.41 0.42 -5.77
H -1.63 -0.55 -6.24
H -0.72 -1.79 0.30
H 0.71 -0.99 0.43
H 0.99 -2.42 -2.88
H -0.54 -3.02 -2.28
H 1.13 -4.42 -1.45
H 0.55 -3.53 -0.08
H 3.05 -3.96 -0.28
H 2.63 -2.34 0.18
H 5.77 -1.34 -2.78
H 4.19 -1.04 -3.54
H 4.61 0.79 -1.32
H 5.93 0.94 -2.48
H 4.24 1.15 -3.00
C -3.08 0.49 6.11
C -1.82 -0.29 6.46
O -1.07 -0.70 5.34
C -0.57 0.34 4.52
C 0.39 1.28 5.24
H -3.67 -0.06 5.38
H -3.68 0.66 7.00
H -2.85 1.47 5.68
H -2.09 -1.21 6.98
H -1.19 0.29 7.16
H -1.39 0.91 4.07
H -0.05 -0.16 3.70
H -0.11 1.88 6.00
H 0.84 1.97 4.52
H 1.19 0.72 5.73
*
```

Properties
Frontier orbital gap   7.32 eV
Lowest unoccupied orbital energy   2.62 eV
HOMO   -4.69 eV
E   -40193.39679 eV

---

The following is a quantum chemistry calculation of a cluster of 3 separate species, C3H11NO in total in a non-equilibrium geometry, from OMol25.

Structure (ORCA input):
```
! RIJCOSX wB97M-V def2-TZVPD def2/J DEFGRID3
* xyz 0 1
N 2.39 2.02 -0.49
H 0.66 1.11 -0.88
H 2.90 1.62 0.28
H 2.99 1.76 -1.25
H 1.56 2.51 -0.71
C -0.47 -0.26 -0.78
O 0.80 -0.21 -1.33
C -0.50 -0.87 0.61
C -1.84 -1.36 1.10
H -1.20 -0.72 -1.46
H -0.85 0.80 -0.72
H -0.05 -0.17 1.32
H 0.23 -1.68 0.55
H -1.70 -1.93 2.02
H -2.35 -2.07 0.44
H -2.58 -0.57 1.30
*
```

Properties
Frontier orbital gap   9.48 eV
Lowest unoccupied orbital energy   0.27 eV
HOMO   -9.21 eV
E   -6823.08187 eV

---

The following is a quantum chemistry calculation of an isolated molecule of C5H8O, from OMol25.

Structure (ORCA input):
```
! RIJCOSX wB97M-V def2-TZVPD def2/J DEFGRID3
* xyz 0 1
C 1.65 -1.06 -0.21
C 0.33 -0.48 0.04
C -0.93 -0.77 0.59
C -0.76 0.22 -0.59
C -0.75 1.65 0.02
O -0.25 1.49 1.26
H 2.36 -0.30 -0.55
H 2.04 -1.57 0.67
H 1.55 -1.79 -1.02
H -1.07 -0.01 1.44
H -1.36 -1.77 0.65
H -1.03 0.03 -1.63
H -1.72 2.17 -0.02
H -0.07 2.19 -0.67
*
```

Properties
Frontier orbital gap (alpha / beta)   7.83 / 7.84 eV
Lowest unoccupied orbital energy (alpha / beta)   -0.57 / -0.57 eV
HOMO (alpha / beta)   -8.40 / -8.41 eV
E   -7357.07061 eV

---

The following is a quantum chemistry calculation of an isolated molecule of C6H11N in a non-equilibrium geometry, from OMol25.

Structure (ORCA input):
```
! RIJCOSX wB97M-V def2-TZVPD def2/J DEFGRID3
* xyz 0 1
C 1.19 0.65 2.30
C 0.62 -0.27 1.22
C 0.15 0.47 -0.04
C -0.83 -0.37 -0.88
C -1.21 0.27 -2.21
C -0.26 -1.72 -1.10
N 0.22 -2.76 -1.24
H 1.47 0.06 3.18
H 2.07 1.19 1.95
H 0.44 1.38 2.62
H 1.37 -1.02 0.93
H -0.23 -0.83 1.63
H -0.37 1.40 0.23
H 1.01 0.76 -0.66
H -1.74 -0.52 -0.28
H -1.64 1.26 -2.04
H -0.33 0.38 -2.86
H -1.95 -0.34 -2.74
*
```

Properties
SMILES string   CCC[C@@H](C)C#N
Frontier orbital gap   12.26 eV
Lowest unoccupied orbital energy   0.92 eV
HOMO   -11.34 eV
E   -7890.45018 eV

---

The following is a quantum chemistry calculation of a structure of composition C27H22F5O2PS4TcTe2 in a non-equilibrium geometry, from OMol25.

Structure (ORCA input):
```
! RIJCOSX wB97M-V def2-TZVPD def2/J DEFGRID3
* xyz 0 2
Tc 0.07 -2.15 -2.26
C 0.30 2.79 5.58
C 1.51 2.50 4.96
C 1.52 1.84 3.73
C 0.32 1.48 3.12
C -0.89 1.77 3.75
C -0.90 2.42 4.98
P 0.47 0.69 1.48
C -0.83 -0.59 1.56
C -1.66 -1.08 0.42
C -2.38 -2.34 0.62
C -2.47 -2.94 1.83
C -1.76 -2.38 2.90
C -0.95 -1.26 2.77
C -0.02 2.06 0.33
C -0.65 3.21 0.78
C -0.92 4.24 -0.12
C -0.59 4.12 -1.45
C 0.05 2.97 -1.96
C 0.27 2.93 -3.41
C 0.47 1.92 -4.27
C 0.46 0.47 -4.11
C 0.47 -0.28 -3.00
C 0.39 1.99 -1.02
H 0.29 3.30 6.53
H 2.44 2.78 5.43
H 2.46 1.61 3.25
H -1.83 1.48 3.29
H -1.84 2.64 5.46
H -2.54 -0.34 0.47
H -2.90 -2.70 -0.26
H -3.05 -3.85 1.97
H -1.83 -2.85 3.88
H -0.38 -0.93 3.63
H -0.94 3.31 1.81
H -1.43 5.13 0.22
H -0.86 4.90 -2.15
H 0.17 3.91 -3.86
H 0.54 2.24 -5.31
H 0.34 -0.09 -5.03
O 6.26 1.56 -2.22
C 5.20 1.01 -2.12
S 3.68 1.89 -1.81
C 2.70 0.45 -1.78
C 3.25 -0.76 -1.99
S 2.42 -2.31 -1.92
S 4.96 -0.74 -2.30
S 0.99 0.39 -1.41
F -3.89 -0.88 -1.78
Te -2.62 0.32 -2.42
F -3.34 -0.17 -4.11
F -1.73 -2.10 -3.09
F -2.94 1.05 -0.59
F -3.76 1.79 -2.74
O -1.17 -0.95 -0.85
C 1.05 -5.82 -1.93
Te -0.31 -4.52 -0.93
C 0.98 -4.29 0.74
H 2.01 -5.32 -1.99
H 0.66 -5.99 -2.94
H 1.13 -6.76 -1.40
H 1.10 -5.26 1.22
H 0.51 -3.59 1.44
H 1.93 -3.89 0.40
*
```

Properties
Frontier orbital gap (alpha / beta)   4.49 / 4.20 eV
Lowest unoccupied orbital energy (alpha / beta)   -2.51 / -2.49 eV
Expectation value of S²   0.813
HOMO (alpha / beta)   -7.00 / -6.69 eV
E   -115449.10546 eV

---

The following is a quantum chemistry calculation of a structure of composition C34H23Cl5I2N4O4PRb, from OMol25.

Structure (ORCA input):
```
! RIJCOSX wB97M-V def2-TZVPD def2/J DEFGRID3
* xyz -2 1
Rb 0.95 1.22 0.21
I -5.66 0.96 0.32
C -4.41 0.99 2.01
C -4.98 1.11 3.27
C -4.17 1.13 4.38
I -5.13 1.33 6.26
C -2.77 1.01 4.27
C -1.88 1.01 5.37
C -0.54 0.85 5.16
C -0.07 0.68 3.85
N -0.87 0.69 2.81
C -2.19 0.86 2.98
C -3.01 0.88 1.75
O -2.51 0.80 0.61
H -6.05 1.19 3.37
H -2.27 1.15 6.37
H 0.16 0.87 5.98
H 0.99 0.54 3.65
O 4.85 -1.31 -0.61
C 3.66 -1.41 -0.33
O 2.76 -0.51 -0.26
C 2.99 -2.79 -0.06
P 1.21 -2.28 0.03
C 0.77 -2.05 -1.74
C 1.68 -1.99 -2.79
C 1.25 -1.88 -4.11
C -0.11 -1.83 -4.39
C -1.03 -1.87 -3.35
C -0.59 -1.96 -2.04
C 0.56 -4.04 0.16
C 0.48 -4.54 1.46
C 0.12 -5.85 1.72
C -0.19 -6.70 0.66
C -0.14 -6.22 -0.64
C 0.23 -4.90 -0.88
H 3.31 -3.19 0.91
H 3.21 -3.55 -0.82
H 2.75 -2.03 -2.60
H 1.97 -1.83 -4.91
H -0.45 -1.75 -5.42
H -2.09 -1.81 -3.56
H -1.31 -1.99 -1.23
H 0.71 -3.87 2.29
H 0.07 -6.22 2.74
H -0.48 -7.73 0.85
H -0.39 -6.88 -1.46
H 0.26 -4.55 -1.91
Cl 0.26 4.73 0.85
C 1.53 4.63 2.05
C 2.05 3.37 2.32
C 3.08 3.38 3.25
Cl 3.76 1.84 3.74
C 3.61 4.53 3.84
Cl 4.98 4.48 4.90
C 3.01 5.76 3.56
Cl 3.60 7.21 4.31
C 1.94 5.81 2.67
Cl 1.16 7.33 2.36
C 1.41 2.00 -5.40
N 0.21 1.89 -4.60
C -1.00 1.61 -5.13
C -2.09 1.45 -4.35
C -1.90 1.54 -2.93
N -0.73 1.86 -2.42
C 0.36 2.07 -3.19
O 1.45 2.41 -2.78
N -2.91 1.31 -2.09
H 1.19 1.71 -6.43
H 2.18 1.36 -4.99
H 1.79 3.02 -5.37
H -1.03 1.52 -6.21
H -3.06 1.22 -4.78
H -3.78 0.96 -2.44
H -2.73 1.22 -1.08
*
```

Properties
Frontier orbital gap   6.01 eV
Lowest unoccupied orbital energy   3.36 eV
HOMO   -2.65 eV
E   -138544.22900 eV